Below is one molecule with the formula C19H21N5O4S at a distorted geometry, with properties calculated with ωB97M-V with the def2-TZVPD basis set.

As for the HOMO energy: -0.309 Eh. Its spin multiplicity is 1. For the relative energy (zero: lowest compared OMol25 entry of this formula, charge and spin), the calculation gives 300.0 kJ/mol. Its SMILES is CCCCNS(=O)(=O)c1ccc(-n2nc(C(=O)O)c3c2-c2cn[nH]c2CC3)cc1. The calculation puts the HOMO-LUMO gap at 8.3 eV. The net charge is 0. As for the largest force on an atom: 0.0542 hartree/bohr.

Last column: Mulliken charge in e.
Element x y z (Å)
C -4.7949 2.7059 0.0867  -0.9270
C -4.3583 4.1481 -0.0167  -0.3877
C -3.8130 4.5399 -1.3754  -0.7409
C -2.6733 3.6415 -1.9369  -0.5653
N -3.2125 2.3584 -2.4121  -0.2804
S -2.0030 1.4162 -3.1748  1.3886
O -1.1370 2.3188 -3.9391  -0.7056
O -2.6440 0.4297 -4.0293  -0.7326
C -1.1589 0.6406 -1.7895  0.0533
C -1.8074 -0.3110 -0.9846  -0.5379
C -1.0765 -0.9313 0.0491  -0.5061
C 0.3099 -0.7350 0.1775  0.0687
N 1.0519 -1.4172 1.1675  0.7226
N 0.6643 -1.5033 2.4788  -1.1456
C 1.6221 -2.1644 3.1156  0.2485
C 1.6043 -2.5369 4.5705  0.2230
O 2.4558 -3.2820 4.9476  -0.5553
O 0.6918 -1.9985 5.3997  -0.4436
C 2.7126 -2.4416 2.1994  0.5695
C 2.3295 -1.9781 0.9618  0.1567
C 3.1274 -2.2649 -0.1962  0.9967
C 2.7572 -2.2964 -1.5793  -0.3879
N 3.7265 -2.8081 -2.2580  -0.9421
N 4.7255 -3.1089 -1.3689  0.2361
C 4.3754 -2.8081 -0.0751  -0.7320
C 5.0472 -2.9328 1.2701  -0.8563
C 3.9623 -3.2172 2.3514  -0.6860
C 0.9177 0.2144 -0.6869  -0.2469
C 0.2163 0.8630 -1.6944  -0.6330
H -5.5114 2.4050 -0.6697  0.3029
H -3.9319 2.0597 -0.0322  0.1103
H -5.2508 2.5163 1.0656  0.3653
H -3.6013 4.3131 0.7366  0.2906
H -5.1907 4.8248 0.1630  0.3065
H -3.4568 5.5668 -1.2471  0.3059
H -4.6488 4.5718 -2.0997  0.3327
H -1.9506 3.4584 -1.1284  0.3027
H -2.2099 4.1873 -2.7524  0.4109
H -3.9684 2.4556 -3.0725  0.3144
H -2.8896 -0.5293 -1.1289  0.4177
H -1.6008 -1.6433 0.6984  0.4217
H 0.9414 -2.2603 6.2945  0.3503
H 1.8255 -1.9670 -2.0084  0.6519
H 5.6300 -3.4825 -1.6828  0.2154
H 5.7943 -3.7213 1.2524  0.3905
H 5.5328 -1.9595 1.4934  0.3233
H 4.4157 -3.0105 3.3463  0.3554
H 3.6993 -4.2905 2.3289  0.2514
H 1.9759 0.4141 -0.5063  0.4267
H 0.7766 1.5505 -2.3091  0.5023